A structure of composition C29H51N7O4PRuS. Source: OMol25; level of theory: ωB97M-V with the def2-TZVPD basis set.

Results
HOMO-LUMO gap (spin up / spin down) ... 7.428 / 6.984 eV
Calculated total energy ... -2654.24216 Ha
LUMO level (spin up / spin down) ... 0.73 / -0.09 eV
Total charge ... 0
Energy relative to the best compared isomer or geometry (same formula, charge and spin) ... 0.000 eV
Spin multiplicity ... 6

Each line ends with the Löwdin spin population.
Element x y z (Å)
Ru 0.490 -1.871 0.413  3.743
N -2.753 -2.938 3.480  0.009
C -1.678 -2.528 2.728  0.019
S -1.749 -2.952 1.030  0.165
N -0.817 -1.796 3.362  0.011
N 0.310 -1.468 2.628  0.109
C 1.010 -0.515 3.110  0.027
C 2.319 -0.115 2.622  0.007
C 2.927 0.995 3.228  0.002
C 4.208 1.388 2.911  0.005
C 4.922 0.631 1.974  0.003
C 4.357 -0.472 1.371  0.007
C 3.034 -0.873 1.656  0.015
O 2.522 -1.926 1.067  0.161
H -2.618 -2.911 4.478  0.001
H -3.293 -3.699 3.110  0.003
H 0.609 0.009 3.979  0.005
H 2.359 1.549 3.970  0.000
H 4.658 2.249 3.388  0.000
H 5.937 0.913 1.721  0.000
H 4.908 -1.063 0.648  0.000
C 2.813 -0.439 -1.997  0.001
O 2.298 -1.727 -1.700  0.030
C 1.559 -2.331 -2.735  0.004
C 1.505 -3.786 -2.388  0.003
O 0.860 -3.957 -1.121  0.055
C 1.374 -5.105 -0.437  0.003
C 0.534 -5.383 0.782  0.002
O 0.696 -4.392 1.771  0.026
C 1.813 -4.597 2.617  0.001
H 3.439 -0.479 -2.894  0.001
H 2.002 0.273 -2.134  0.000
H 3.414 -0.135 -1.144  0.000
H 0.552 -1.904 -2.783  0.002
H 2.048 -2.192 -3.704  0.000
H 0.959 -4.349 -3.150  0.001
H 2.526 -4.170 -2.329  0.000
H 1.341 -5.969 -1.109  0.001
H 2.415 -4.906 -0.166  0.000
H -0.520 -5.371 0.508  0.001
H 0.785 -6.377 1.170  0.000
H 1.732 -5.571 3.112  0.001
H 2.758 -4.535 2.070  0.000
H 1.799 -3.804 3.358  0.000
N -0.193 -0.172 -0.260  0.382
P -1.044 1.065 -0.643  0.107
N -0.106 2.431 -0.509  0.017
C -0.553 3.734 -1.014  0.003
C 0.646 4.659 -1.172  0.001
C 1.279 4.939 0.194  0.000
C 1.388 3.644 1.034  0.000
C 1.192 2.398 0.182  0.003
N -2.372 1.425 0.298  0.019
C -2.031 2.187 1.523  0.002
C -3.195 2.254 2.489  0.000
C -3.571 0.841 2.891  0.000
C -4.140 0.109 1.679  0.001
C -3.561 0.536 0.312  0.002
N -1.549 1.171 -2.255  0.023
C -0.428 1.053 -3.204  0.002
C -0.761 1.717 -4.532  0.001
C -2.004 1.075 -5.137  0.000
C -3.144 1.156 -4.129  0.001
C -2.756 0.535 -2.791  0.001
H -1.266 4.205 -0.320  0.000
H -1.082 3.591 -1.955  0.000
H 0.329 5.591 -1.644  0.000
H 1.371 4.192 -1.844  0.000
H 0.655 5.666 0.721  0.000
H 2.259 5.404 0.069  0.000
H 0.641 3.646 1.832  0.000
H 2.364 3.576 1.518  0.000
H 1.243 1.500 0.790  0.001
H 2.016 2.328 -0.541  0.000
H -1.717 3.192 1.249  0.000
H -1.190 1.715 2.051  0.001
H -4.047 2.758 2.017  0.000
H -2.895 2.855 3.349  0.000
H -4.297 0.830 3.706  0.000
H -2.674 0.332 3.251  0.000
H -5.216 0.292 1.635  0.000
H -4.009 -0.965 1.800  0.001
H -4.360 1.029 -0.245  0.000
H -3.307 -0.376 -0.225  0.001
H -0.198 -0.004 -3.387  0.000
H 0.456 1.510 -2.764  0.000
H 0.097 1.637 -5.206  0.000
H -0.946 2.782 -4.358  0.000
H -1.792 0.022 -5.355  0.000
H -2.279 1.552 -6.080  0.000
H -4.040 0.656 -4.505  0.000
H -3.400 2.207 -3.957  0.000
H -2.596 -0.548 -2.924  0.000
H -3.578 0.666 -2.105  0.000